# 1
{"formula": "C12H40BNa2O12", "method": "ωB97M-V/def2-TZVPD", "energy_ha": -1732.9349, "fmax_ev_per_a": 4.90, "e_above_lowest_kcal_mol": 225.7, "homo_lumo_gap_ha": 0.177, "e_lumo_ev": -4.93, "total_charge": 1, "e_homo_ev": -9.74, "multiplicity": 1, "elements": ["Na", "Na", "B", "H", "H", "H", "H", "C", "C", "O", "O", "H", "H", "H", "H", "H", "H", "C", "C", "O", "O", "H", "H", "H", "H", "H", "H", "C", "C", "O", "O", "H", "H", "H", "H", "H", "H", "C", "C", "O", "O", "H", "H", "H", "H", "H", "H", "C", "C", "O", "O", "H", "H", "H", "H", "H", "H", "C", "C", "O", "O", "H", "H", "H", "H", "H", "H"], "xyz": [[-2.7990, -0.5749, 4.7125], [-0.0041, -7.3877, 0.1180], [-0.0415, -1.8491, 0.6633], [-0.2177, -1.6755, -0.3870], [-0.9878, -1.8919, 1.1798], [0.5156, -2.7588, 0.8261], [0.4237, -0.9858, 1.1132], [4.0059, -2.4997, 5.8307], [3.0870, -1.6144, 6.8216], [2.0897, -0.9532, 6.0029], [3.2338, -3.3152, 4.9360], [4.6316, -3.1768, 6.4123], [4.5718, -1.8926, 5.1241], [3.5844, -0.9069, 7.4851], [2.5770, -2.2765, 7.5215], [2.5074, -0.1320, 5.7332], [2.5344, -2.8112, 4.5136], [6.0292, -2.8511, -5.4251], [4.7968, -2.8748, -4.4578], [4.6156, -1.8796, -3.4701], [5.7864, -3.3321, -6.6921], [6.9699, -3.2783, -5.0780], [6.2268, -1.7795, -5.3996], [4.8124, -3.8255, -3.9250], [3.9169, -2.7654, -5.0917], [4.0720, -2.0444, -2.6962], [6.5513, -3.6802, -7.1562], [-2.8060, -2.2892, -4.8933], [-1.5303, -1.9613, -5.6396], [-1.8061, -1.1530, -6.7864], [-2.5659, -3.1670, -3.7757], [-3.6450, -2.6317, -5.4989], [-3.3318, -1.4527, -4.4330], [-0.9404, -2.8533, -5.8504], [-0.9014, -1.4964, -4.8804], [-1.5557, -0.2700, -6.5049], [-2.0683, -2.7032, -3.0983], [-3.3613, 3.9430, -2.1042], [-4.4735, 4.9500, -1.6337], [-3.8229, 5.9123, -0.7963], [-2.8162, 3.3815, -0.9340], [-2.5201, 4.1511, -2.7654], [-3.8535, 3.1071, -2.6013], [-5.3461, 4.5012, -1.1591], [-4.8779, 5.4326, -2.5234], [-3.3538, 5.3527, -0.1730], [-2.9713, 2.4342, -0.9274], [-7.5118, -0.7330, 1.7583], [-7.7775, 0.6384, 2.2956], [-6.7633, 1.1277, 3.1933], [-6.2122, -0.7632, 1.2068], [-8.3630, -0.9344, 1.1080], [-7.4410, -1.4163, 2.6046], [-8.7151, 0.4798, 2.8284], [-7.9790, 1.4014, 1.5437], [-7.3239, 1.2424, 3.9641], [-6.2030, -1.5424, 0.6461], [5.4880, 4.4124, 3.3329], [4.6513, 3.8060, 2.1238], [3.2593, 3.9514, 2.2827], [5.7194, 5.7654, 3.3880], [6.3909, 3.8310, 3.5194], [4.9662, 4.0334, 4.2116], [4.8788, 2.7412, 2.0751], [5.0516, 4.3142, 1.2465], [2.6717, 3.3936, 1.7678], [6.2709, 6.0762, 2.6663]], "forces_ev_per_a": [[0.162, 0.034, -0.437], [0.044, 0.316, -0.032], [0.091, 0.043, -0.073], [-0.712, 0.649, -4.216], [-4.356, -0.534, 2.177], [2.387, -3.789, 0.731], [2.327, 3.354, 1.653], [-1.390, 0.810, 0.074], [0.106, -1.225, -1.494], [0.480, -0.172, 0.740], [-0.086, -0.611, 0.978], [0.088, 0.136, -0.136], [0.540, 0.538, 0.726], [0.552, 0.113, -0.458], [-0.271, -0.221, -0.337], [-0.143, 0.168, -0.249], [0.037, 0.472, 0.100], [0.987, 2.220, 2.005], [-1.076, -1.981, 0.065], [1.878, 1.874, -0.400], [-1.663, -0.424, -1.103], [-0.298, -0.367, 0.802], [0.334, 0.488, -0.637], [-0.366, -0.418, -0.323], [0.028, -0.666, -0.439], [0.010, -0.876, -0.470], [0.145, 0.165, 0.518], [-0.995, 0.029, 1.263], [-0.351, -0.009, 0.661], [0.567, -0.303, 0.828], [-0.081, -0.698, -0.771], [0.536, -0.998, -0.325], [0.649, 1.004, -0.265], [-0.466, -0.254, -0.664], [0.251, 0.739, -0.209], [-0.099, 0.227, -0.399], [0.049, 0.260, -0.014], [-1.918, -1.542, 0.273], [2.017, 0.597, -1.423], [-0.862, -0.334, -0.391], [0.713, -0.275, 1.223], [-0.351, 1.391, 0.011], [-0.455, 0.095, -0.485], [0.354, -0.585, 0.308], [0.145, 0.453, 0.045], [0.283, 0.079, 0.358], [0.083, 0.102, 0.096], [0.903, 0.737, 0.970], [-0.352, 0.158, 0.085], [-0.912, -0.559, 0.079], [-0.166, -0.217, -1.058], [0.271, -0.503, -0.392], [-0.801, -0.260, 0.165], [-0.235, 0.389, 0.254], [0.261, -0.187, -0.312], [0.687, 0.429, 0.551], [0.452, -0.031, -0.221], [-1.178, -2.588, -0.118], [1.121, 0.182, 0.651], [-0.295, 1.130, 0.928], [-0.468, 0.989, 0.219], [0.643, -0.062, -0.992], [-0.648, 0.954, 0.373], [0.358, -0.058, -0.096], [-0.313, -0.077, -0.502], [0.724, -0.239, -0.351], [0.041, -0.261, -0.117]], "mulliken_charge": [0.976, 0.989, 0.153, -0.285, -0.294, -0.287, -0.237, -0.273, -0.411, -0.520, -0.508, 0.288, 0.256, 0.325, 0.214, 0.315, 0.310, -0.306, -0.231, -0.546, -0.528, 0.302, 0.221, 0.210, 0.238, 0.312, 0.327, -0.352, -0.315, -0.504, -0.550, 0.330, 0.232, 0.277, 0.252, 0.310, 0.314, -0.335, -0.297, -0.509, -0.538, 0.257, 0.298, 0.204, 0.292, 0.322, 0.305, -0.303, -0.539, -0.507, -0.500, 0.312, 0.228, 0.365, 0.295, 0.338, 0.309, -0.554, -0.188, -0.531, -0.494, 0.344, 0.299, 0.285, 0.216, 0.310, 0.312]}

***

# 2
{"formula": "C31H30AsN18ORbS2", "method": "ωB97M-V/def2-TZVPD", "energy_ha": -5316.4367, "fmax_ev_per_a": 1.33, "e_above_lowest_kcal_mol": 17.8, "homo_lumo_gap_ha": 0.190, "e_lumo_ev": 2.96, "total_charge": -2, "e_homo_ev": -2.22, "multiplicity": 1, "elements": ["Rb", "C", "S", "C", "S", "N", "N", "C", "C", "C", "C", "C", "C", "N", "H", "H", "H", "H", "H", "H", "H", "H", "C", "C", "N", "C", "C", "N", "C", "C", "C", "C", "C", "N", "C", "C", "N", "C", "C", "N", "C", "C", "C", "N", "C", "C", "H", "H", "H", "H", "H", "H", "H", "H", "H", "H", "H", "H", "N", "C", "N", "N", "N", "N", "C", "N", "N", "N", "N", "H", "C", "As", "C", "C", "O", "H", "H", "H", "H", "H", "H", "H", "H", "H"], "xyz": [[-1.5365, 0.7208, -1.3413], [2.1362, -3.7586, -4.7940], [0.3540, -4.0200, -4.7658], [-0.3226, -2.4194, -4.2327], [0.6423, -1.0657, -3.8981], [-1.6105, -2.5047, -4.2301], [-2.3892, -1.8224, -3.4071], [-3.5482, -1.4065, -3.7322], [-4.4659, -0.9710, -2.6635], [-5.7657, -0.5597, -2.9607], [-6.6380, -0.2669, -1.9299], [-6.2041, -0.3882, -0.6186], [-4.8857, -0.7681, -0.4139], [-4.0385, -1.0469, -1.3957], [2.5382, -4.1916, -5.7112], [2.6035, -4.2218, -3.9246], [2.3017, -2.6801, -4.7672], [-3.9158, -1.4257, -4.7578], [-6.0739, -0.4701, -3.9954], [-7.6520, 0.0501, -2.1455], [-6.8623, -0.1870, 0.2153], [-4.4932, -0.8762, 0.5925], [0.7214, -3.9984, -1.2968], [0.0679, -2.7765, -1.1195], [0.6703, -1.7643, -0.5177], [1.9422, -1.9205, -0.1568], [2.5932, -3.1230, -0.3722], [1.9785, -4.1777, -0.9146], [2.6085, -0.7286, 0.4491], [3.8488, -0.8112, 1.0756], [4.4510, 0.3403, 1.5595], [3.7642, 1.5361, 1.4046], [2.5175, 1.5319, 0.7847], [1.9570, 0.4214, 0.3248], [1.7558, 2.7918, 0.5538], [1.8975, 3.9114, 1.3593], [1.2549, 5.0502, 1.1093], [0.4364, 5.0500, 0.0640], [0.2696, 3.9238, -0.7382], [0.9414, 2.8049, -0.4984], [5.7982, 0.2987, 2.1899], [6.2978, -0.8602, 2.7737], [7.5610, -0.8545, 3.3426], [8.3574, 0.2122, 3.3779], [7.8784, 1.3207, 2.8158], [6.6311, 1.4117, 2.2190], [0.2168, -4.8399, -1.7523], [-0.9572, -2.6281, -1.4447], [3.6338, -3.2730, -0.1048], [4.3499, -1.7651, 1.1621], [4.1857, 2.4670, 1.7594], [2.5272, 3.9016, 2.2433], [-0.1060, 5.9667, -0.1333], [-0.4220, 3.9137, -1.5737], [5.7011, -1.7625, 2.8057], [7.9583, -1.7563, 3.7953], [8.5343, 2.1845, 2.8370], [6.3260, 2.3430, 1.7603], [-3.4825, 4.5918, -0.2487], [-3.0403, 3.9929, 0.9307], [-3.2223, 4.5927, 2.1032], [-2.6798, 3.7445, 2.9971], [-2.2062, 2.7053, 2.3848], [-2.4219, 2.8225, 1.0461], [-3.4991, 3.9869, -1.5008], [-4.4163, 4.2618, -2.4228], [-4.0608, 3.4986, -3.4820], [-2.9900, 2.8273, -3.1898], [-2.5971, 3.1184, -1.9324], [-4.1562, 5.3238, -0.1188], [-1.2863, -0.1955, 1.8675], [-1.6023, -2.0671, 2.1221], [0.0464, -2.8571, 2.7773], [-2.7881, -2.2003, 3.6498], [-2.2227, -2.9564, 0.8881], [-0.9509, 0.2554, 2.7993], [-2.2095, 0.3032, 1.5724], [-0.5223, -0.0514, 1.1010], [0.1901, -2.6812, 3.8432], [0.8864, -2.4434, 2.2223], [-0.0185, -3.9246, 2.5731], [-2.4104, -1.6575, 4.5174], [-2.9051, -3.2582, 3.8753], [-3.7556, -1.7944, 3.3588]], "forces_ev_per_a": [[0.381, -0.445, -0.147], [-0.108, -0.068, -0.034], [-0.078, 0.193, -0.089], [0.312, 0.506, -0.153], [-0.022, -0.104, 0.187], [-0.523, -1.081, -0.584], [0.430, 0.637, 0.807], [0.025, -0.042, -0.076], [-0.025, 0.056, 0.178], [0.023, -0.013, -0.176], [-0.061, 0.008, 0.021], [-0.007, -0.008, -0.107], [-0.008, -0.063, -0.099], [0.008, 0.072, 0.038], [0.028, 0.041, 0.038], [0.014, 0.045, -0.006], [0.057, 0.000, -0.012], [-0.040, -0.089, -0.046], [0.000, 0.000, 0.024], [0.037, 0.017, -0.012], [0.034, 0.042, 0.028], [0.039, 0.036, -0.001], [0.102, 0.013, 0.070], [-0.061, -0.019, 0.126], [-0.286, -0.005, -0.063], [-0.009, 0.073, -0.020], [0.040, -0.210, -0.016], [0.016, 0.073, -0.027], [-0.040, -0.080, -0.046], [0.093, -0.178, -0.011], [0.042, 0.049, 0.004], [0.014, 0.153, 0.073], [-0.015, 0.056, 0.036], [-0.016, -0.014, 0.001], [0.027, 0.015, -0.030], [-0.021, 0.122, 0.061], [-0.035, -0.030, -0.014], [0.092, 0.008, 0.161], [0.083, -0.088, 0.031], [-0.209, 0.076, -0.150], [-0.086, -0.019, -0.008], [-0.032, -0.123, 0.091], [0.005, 0.027, -0.013], [-0.048, 0.014, -0.049], [0.005, -0.026, 0.001], [0.046, 0.116, -0.062], [-0.038, 0.048, -0.019], [0.032, -0.052, 0.067], [-0.018, 0.054, -0.017], [-0.017, 0.022, -0.039], [-0.024, -0.017, -0.026], [0.002, -0.039, -0.030], [-0.045, -0.052, -0.041], [-0.040, 0.022, 0.088], [0.041, 0.009, 0.024], [-0.034, -0.023, 0.017], [-0.024, 0.015, -0.004], [0.029, -0.011, 0.016], [0.311, -0.066, -0.040], [-0.113, -0.067, -0.008], [0.013, 0.112, 0.156], [-0.018, -0.012, -0.162], [-0.076, 0.183, -0.113], [0.162, -0.195, 0.019], [-0.152, 0.052, -0.037], [-0.128, -0.060, -0.104], [0.147, 0.197, 0.300], [-0.219, -0.045, -0.128], [0.008, 0.289, -0.116], [-0.098, -0.036, 0.029], [0.054, -0.075, -0.166], [-0.051, -0.276, 0.236], [0.072, 0.088, -0.086], [-0.005, 0.121, -0.025], [0.047, 0.140, -0.010], [-0.063, 0.037, 0.023], [0.036, 0.037, 0.075], [0.015, -0.120, 0.141], [-0.043, 0.036, -0.005], [0.013, -0.010, 0.018], [-0.009, -0.020, 0.028], [0.009, -0.022, -0.051], [0.006, -0.035, 0.048], [-0.006, 0.025, 0.013]], "mulliken_charge": [0.676, -0.747, -0.191, 0.469, -0.522, -1.202, 0.778, -1.015, 1.119, -0.922, -0.207, -0.869, 0.090, 0.002, 0.350, 0.188, 0.251, 0.272, 0.322, 0.386, 0.380, 0.200, -0.771, -0.375, 0.717, -0.993, -0.472, -0.706, 1.040, -0.393, 1.047, -0.670, 0.122, -0.118, 0.248, -0.474, -0.686, -0.424, -0.160, -0.312, 0.779, -0.473, -0.359, -0.673, -0.345, -0.481, 0.534, 0.587, 0.406, 0.162, 0.288, 0.413, 0.400, 0.607, 0.397, 0.361, 0.363, 0.379, -0.063, 0.221, -0.625, -0.761, -0.344, 0.448, 0.302, -0.622, -0.582, -0.327, 0.303, 0.273, -0.238, 0.949, -0.802, -1.254, -0.730, 0.452, 0.195, -0.407, 0.419, 0.002, 0.325, 0.375, 0.376, 0.338]}

***

# 3
{"formula": "C25H21F3N3O2PReS", "method": "ωB97M-V/def2-TZVPD", "energy_ha": -2396.8485, "fmax_ev_per_a": 2.51, "e_above_lowest_kcal_mol": 79.4, "homo_lumo_gap_ha": [0.216, 0.234], "e_lumo_ev": [-9.21, -8.74], "total_charge": 2, "e_homo_ev": [-15.09, -15.09], "multiplicity": 2, "elements": ["Re", "O", "C", "O", "C", "P", "C", "C", "C", "C", "C", "C", "C", "C", "C", "C", "C", "C", "H", "H", "H", "H", "H", "H", "H", "H", "H", "H", "H", "H", "C", "C", "C", "C", "N", "C", "S", "N", "H", "H", "H", "H", "H", "F", "C", "F", "F", "C", "C", "C", "N", "C", "C", "H", "H", "H", "H"], "xyz": [[-0.1232, -0.0306, 0.2930], [-2.1418, 2.6358, -2.0159], [-1.9716, 1.6566, -1.3617], [-1.0631, 1.5659, -0.3727], [-2.7039, 0.3310, -1.5911], [-1.3823, -0.9344, -1.5865], [-2.1770, -2.5415, -1.7679], [-3.5162, -2.6998, -1.4025], [-4.1731, -3.8803, -1.7029], [-3.5015, -4.9116, -2.3447], [-2.1613, -4.7668, -2.6806], [-1.4953, -3.5898, -2.3931], [-0.3816, -0.6804, -3.0716], [-0.8661, 0.0385, -4.1611], [-0.0982, 0.1271, -5.3138], [1.1337, -0.5059, -5.3877], [1.6214, -1.2180, -4.2962], [0.8738, -1.2926, -3.1357], [-3.2961, 0.3388, -2.5022], [-3.3664, 0.1657, -0.7381], [-4.0556, -1.9098, -0.8966], [-5.2164, -3.9899, -1.4404], [-4.0224, -5.8294, -2.5806], [-1.6360, -5.5681, -3.1819], [-0.4579, -3.4865, -2.6748], [-1.8287, 0.5321, -4.1322], [-0.4742, 0.6872, -6.1594], [1.7129, -0.4479, -6.2995], [2.5780, -1.7201, -4.3599], [1.2545, -1.8246, -2.2693], [1.9335, -0.4955, 6.7885], [1.7042, -1.4468, 5.6667], [2.0263, -2.8087, 5.7530], [1.7905, -3.5961, 4.6379], [1.2607, -3.0971, 3.5272], [0.9654, -1.8258, 3.5651], [0.1255, -1.1963, 2.1391], [1.1614, -0.9801, 4.5439], [2.2898, -1.0090, 7.6775], [1.0098, 0.0338, 7.0216], [2.6701, 0.2544, 6.4962], [2.4359, -3.2225, 6.6626], [2.0304, -4.6522, 4.6265], [5.6486, 0.5177, -3.4712], [5.0648, 1.6349, -3.0215], [4.7636, 2.4123, -4.0622], [5.9278, 2.2785, -2.2337], [3.8179, 1.2764, -2.2370], [3.8712, 0.2755, -1.2745], [2.7252, -0.0432, -0.5856], [1.5479, 0.5800, -0.8080], [1.5101, 1.5672, -1.7250], [2.6201, 1.9354, -2.4563], [4.7880, -0.2618, -1.0742], [2.7400, -0.8270, 0.1606], [0.5821, 2.0949, -1.8758], [2.5371, 2.7270, -3.1873]], "forces_ev_per_a": [[-0.210, 1.743, 0.328], [0.280, -0.143, 0.392], [-1.156, -0.177, -1.075], [1.410, -1.002, 1.028], [0.438, 0.287, 0.260], [-0.276, -0.602, -0.258], [0.107, 0.014, 0.232], [0.064, 0.102, 0.066], [-0.075, -0.040, 0.047], [0.036, 0.062, 0.034], [0.002, -0.051, 0.005], [0.017, 0.096, 0.036], [0.066, 0.015, 0.292], [-0.063, 0.046, 0.025], [0.007, 0.031, -0.061], [-0.064, 0.024, 0.013], [0.051, -0.048, 0.010], [-0.099, 0.002, 0.043], [0.014, 0.003, -0.022], [0.022, -0.088, -0.004], [-0.036, -0.020, -0.036], [0.009, -0.011, 0.013], [-0.002, 0.003, -0.013], [0.001, -0.007, 0.022], [0.029, 0.010, -0.061], [0.014, -0.009, -0.006], [0.006, -0.011, -0.001], [0.020, 0.005, 0.013], [0.010, 0.023, 0.021], [0.039, -0.067, -0.082], [-0.009, 0.092, 0.016], [0.226, -0.606, 0.280], [-0.153, 0.239, -0.228], [0.233, -0.090, 0.588], [-0.487, 0.097, -1.161], [1.290, -0.322, 1.893], [-1.208, -0.247, -2.189], [-0.496, 0.816, -0.602], [-0.001, 0.002, 0.002], [-0.002, -0.007, -0.005], [-0.003, -0.010, -0.018], [0.038, -0.043, -0.031], [-0.014, 0.014, -0.007], [-0.016, 0.104, 0.006], [0.044, 0.020, -0.045], [0.089, -0.082, 0.083], [-0.052, -0.054, -0.081], [-0.233, 0.024, 0.039], [-0.007, 0.043, -0.059], [0.159, -0.190, 0.074], [0.017, 0.035, 0.055], [-0.043, 0.158, -0.028], [0.185, -0.095, 0.039], [-0.009, 0.003, 0.036], [-0.096, -0.006, -0.004], [-0.107, -0.088, 0.075], [-0.007, 0.003, 0.014]], "lowdin_spin": [0.890, 0.015, 0.007, 0.098, 0.000, -0.016, 0.000, -0.002, 0.000, -0.002, 0.000, -0.001, -0.006, -0.002, 0.000, -0.001, 0.000, -0.001, 0.000, 0.000, 0.000, 0.000, 0.000, 0.000, 0.000, 0.000, 0.000, 0.000, 0.000, 0.000, 0.000, 0.002, -0.001, 0.000, -0.005, 0.018, -0.016, 0.004, 0.000, 0.000, 0.000, 0.000, 0.000, 0.000, 0.000, 0.000, 0.000, -0.001, 0.000, 0.010, 0.005, 0.001, 0.000, 0.000, 0.004, 0.000, 0.000]}